{"formula": "C48H94N10O8", "method": "ωB97M-V/def2-TZVPD", "homo_ev": -7.9, "multiplicity": 1, "orbital_gap_ev": 8.2, "smiles": "c1cc[nH]c1.c1cc[nH]c1.c1cc[nH]c1.c1cc[nH]c1.COCCNCCOC.COCCNCCOC.COCCNCCOC.COCCNCCOC.CCCC#N.CCCC#N", "charge": 0, "elements": ["C", "C", "C", "N", "C", "H", "H", "H", "H", "H", "C", "C", "C", "N", "C", "H", "H", "H", "H", "H", "C", "C", "C", "N", "C", "H", "H", "H", "H", "H", "C", "C", "C", "N", "C", "H", "H", "H", "H", "H", "C", "O", "C", "C", "N", "C", "C", "O", "C", "H", "H", "H", "H", "H", "H", "H", "H", "H", "H", "H", "H", "H", "H", "H", "C", "O", "C", "C", "N", "C", "C", "O", "C", "H", "H", "H", "H", "H", "H", "H", "H", "H", "H", "H", "H", "H", "H", "H", "C", "O", "C", "C", "N", "C", "C", "O", "C", "H", "H", "H", "H", "H", "H", "H", "H", "H", "H", "H", "H", "H", "H", "H", "C", "O", "C", "C", "N", "C", "C", "O", "C", "H", "H", "H", "H", "H", "H", "H", "H", "H", "H", "H", "H", "H", "H", "H", "C", "C", "C", "C", "N", "H", "H", "H", "H", "H", "H", "H", "C", "C", "C", "C", "N", "H", "H", "H", "H", "H", "H", "H"], "positions_angstrom": [[-0.5461, 2.3344, -7.6581], [0.6156, 2.3630, -6.8460], [0.2395, 2.0426, -5.5688], [-1.1183, 1.9034, -5.5681], [-1.6065, 2.1025, -6.8293], [-0.5971, 2.7536, -8.6506], [1.6167, 2.6151, -7.1541], [0.7741, 2.0433, -4.6399], [-1.7018, 1.5850, -4.7988], [-2.6705, 2.0607, -6.9886], [5.4900, -0.9879, -4.4661], [5.3840, 0.4272, -4.5407], [4.6789, 0.8600, -3.4536], [4.3221, -0.2528, -2.7448], [4.8128, -1.3778, -3.3417], [5.9847, -1.6020, -5.1978], [5.8114, 0.9849, -5.3579], [4.4027, 1.8228, -3.0618], [3.6707, -0.1974, -1.9715], [4.6732, -2.2986, -2.7976], [-1.3602, 0.3858, 2.0343], [-0.4759, 0.8274, 3.0609], [-0.1113, -0.2902, 3.7677], [-0.8687, -1.3429, 3.3177], [-1.6020, -0.9486, 2.2268], [-1.7780, 1.0446, 1.2881], [-0.1823, 1.8529, 3.2130], [0.6656, -0.5095, 4.4813], [-0.7193, -2.2892, 3.6194], [-2.2863, -1.6248, 1.7446], [4.6534, -2.6600, 1.9932], [5.7721, -1.9083, 2.4322], [5.7672, -1.9511, 3.8071], [4.5907, -2.5624, 4.1794], [3.8934, -2.9911, 3.0940], [4.4915, -2.8735, 0.9487], [6.5699, -1.5326, 1.8142], [6.3037, -1.4320, 4.5826], [4.3594, -2.6881, 5.1478], [2.9419, -3.4826, 3.0998], [-3.2871, -3.4557, -5.2021], [-3.1747, -2.4166, -4.2818], [-1.8565, -2.0766, -3.9558], [-1.8613, -1.1700, -2.7432], [-2.2860, 0.1454, -3.2232], [-2.7838, 0.9866, -2.1351], [-3.1062, 2.3529, -2.6954], [-4.0178, 2.1143, -3.7456], [-4.7085, 3.2649, -4.1717], [-2.7690, -3.2880, -6.1573], [-4.3281, -3.7127, -5.3645], [-2.7756, -4.3610, -4.8202], [-1.3028, -1.5640, -4.7533], [-1.2835, -2.9904, -3.7204], [-0.8115, -1.0674, -2.4535], [-2.4285, -1.5620, -1.8933], [-2.9719, 0.1075, -3.9664], [-2.0949, 0.9176, -1.2963], [-3.7881, 0.6549, -1.8247], [-2.2541, 2.9390, -3.0475], [-3.5829, 2.9909, -1.9336], [-4.0700, 4.1483, -4.2750], [-5.4781, 3.5121, -3.4300], [-5.1665, 3.0067, -5.1219], [0.4605, 5.0191, -1.5227], [0.5420, 3.9103, -0.6794], [1.1861, 2.7818, -1.2337], [1.6670, 1.7983, -0.1713], [1.9958, 0.5275, -0.7820], [2.2564, -0.4349, 0.2666], [1.8866, -1.8725, -0.0892], [0.5229, -1.8444, -0.5186], [-0.0348, -3.1394, -0.6181], [0.8094, 4.8545, -2.5535], [1.1484, 5.8116, -1.2033], [-0.5395, 5.4295, -1.6694], [2.1391, 3.1390, -1.6619], [0.5884, 2.3325, -2.0310], [0.8053, 1.6591, 0.5113], [2.4369, 2.2057, 0.4828], [1.2327, 0.2415, -1.3799], [1.6621, -0.2319, 1.1789], [3.2537, -0.3739, 0.7196], [1.9246, -2.4794, 0.8160], [2.4814, -2.2362, -0.9379], [-0.1050, -3.6050, 0.3698], [0.6072, -3.8510, -1.1678], [-0.9790, -3.0760, -1.1486], [-3.0971, -5.9665, 5.6853], [-2.7313, -5.7656, 4.3643], [-3.3270, -4.6779, 3.6927], [-3.2968, -4.9293, 2.2199], [-3.9612, -6.1474, 1.8709], [-3.9843, -6.3509, 0.4473], [-4.3689, -7.7725, 0.1281], [-3.4669, -8.7872, 0.5105], [-2.1015, -8.4785, 0.2929], [-2.6691, -6.9193, 5.9998], [-4.1813, -6.0526, 5.8392], [-2.7263, -5.1990, 6.3791], [-2.7751, -3.7684, 3.9756], [-4.3589, -4.4877, 4.0160], [-2.2910, -4.8644, 1.7755], [-3.8526, -4.0804, 1.7989], [-3.5079, -6.9222, 2.3435], [-3.0359, -6.0535, -0.0282], [-4.7419, -5.6957, 0.0070], [-4.5214, -7.8854, -0.9608], [-5.3811, -7.9242, 0.5093], [-1.9299, -8.3854, -0.7901], [-1.5749, -9.3725, 0.6112], [-1.8330, -7.5454, 0.7826], [3.1612, 4.8144, 3.5974], [1.9178, 4.1518, 3.6758], [1.2321, 4.0989, 2.4550], [0.1726, 5.1693, 2.3419], [-0.6865, 5.1478, 3.5126], [-1.9766, 5.7572, 3.3100], [-2.8954, 4.8247, 2.5375], [-4.1905, 5.3123, 2.3404], [-4.9716, 5.3455, 3.5057], [3.7500, 4.5703, 4.4769], [2.9622, 5.8818, 3.4780], [3.7371, 4.4261, 2.7483], [0.8587, 3.1038, 2.1980], [1.9592, 4.2144, 1.6326], [-0.3849, 4.9347, 1.4367], [0.6714, 6.1462, 2.2258], [-0.1705, 5.4829, 4.3100], [-1.9501, 6.8292, 3.0341], [-2.3812, 5.9155, 4.3231], [-2.8498, 3.9042, 3.1438], [-2.4674, 4.5219, 1.5806], [-4.7362, 6.2437, 4.1010], [-4.8360, 4.4710, 4.1446], [-6.0050, 5.5261, 3.2137], [3.0201, 7.7895, -0.4452], [2.2113, 9.0728, -0.7165], [2.9635, 10.3576, -0.3136], [4.1919, 10.5887, -1.0690], [5.1437, 10.8561, -1.6616], [2.6154, 7.2755, 0.4263], [4.0840, 7.9894, -0.3285], [2.9168, 7.1287, -1.3051], [1.2235, 9.0297, -0.2721], [2.1707, 9.2018, -1.8014], [3.1721, 10.4425, 0.7545], [2.3114, 11.1983, -0.5746], [2.2374, -8.6937, 1.8432], [2.0326, -7.2594, 1.4757], [1.9845, -6.3555, 2.7343], [1.1422, -5.1786, 2.6463], [0.5166, -4.2162, 2.5683], [3.2616, -8.8340, 2.1993], [2.0367, -9.3723, 1.0166], [1.6171, -9.0301, 2.6770], [1.0966, -7.0316, 0.9515], [2.7647, -6.8411, 0.7821], [2.9901, -6.1951, 3.1212], [1.4681, -6.9332, 3.5154]], "lowdin_charge": [-0.121, -0.117, -0.139, 0.014, -0.143, 0.087, 0.088, 0.092, 0.089, 0.104, -0.117, -0.121, -0.139, 0.003, -0.149, 0.086, 0.087, 0.099, 0.094, 0.097, -0.115, -0.107, -0.132, 0.012, -0.135, 0.083, 0.073, 0.105, 0.094, 0.101, -0.121, -0.103, -0.126, -0.001, -0.132, 0.089, 0.093, 0.105, 0.143, 0.065, -0.126, -0.174, -0.236, -0.203, -0.066, -0.186, -0.242, -0.212, -0.100, 0.092, 0.086, 0.087, 0.134, 0.119, 0.104, 0.120, 0.104, 0.112, 0.128, 0.113, 0.126, 0.091, 0.091, 0.089, -0.112, -0.194, -0.202, -0.203, -0.048, -0.207, -0.197, -0.215, -0.111, 0.092, 0.063, 0.089, 0.125, 0.116, 0.102, 0.123, 0.107, 0.113, 0.117, 0.096, 0.118, 0.042, 0.094, 0.065, -0.132, -0.191, -0.226, -0.241, -0.049, -0.252, -0.227, -0.183, -0.105, 0.086, 0.091, 0.088, 0.114, 0.129, 0.104, 0.126, 0.114, 0.105, 0.127, 0.123, 0.126, 0.096, 0.090, 0.067, -0.099, -0.180, -0.250, -0.199, -0.054, -0.235, -0.235, -0.173, -0.121, 0.087, 0.087, 0.086, 0.084, 0.103, 0.100, 0.117, 0.113, 0.124, 0.115, 0.126, 0.115, 0.083, 0.093, 0.087, -0.100, -0.238, -0.203, -0.244, 0.144, 0.057, 0.073, 0.059, 0.105, 0.107, 0.120, 0.118, -0.109, -0.253, -0.175, -0.203, 0.187, 0.082, 0.076, 0.077, 0.101, 0.114, 0.123, 0.122]}

=====

{"formula": "C25H62NO9S", "method": "ωB97M-V/def2-TZVPD", "homo_ev": -1.9, "multiplicity": 1, "orbital_gap_ev": 3.6, "charge": -1, "elements": ["C", "C", "C", "N", "C", "S", "O", "O", "H", "H", "H", "H", "H", "H", "C", "C", "C", "O", "H", "H", "H", "H", "H", "H", "H", "H", "C", "C", "C", "O", "H", "H", "H", "H", "H", "H", "H", "H", "C", "C", "C", "O", "H", "H", "H", "H", "H", "H", "H", "H", "C", "C", "C", "O", "H", "H", "H", "H", "H", "H", "H", "H", "C", "C", "C", "O", "H", "H", "H", "H", "H", "H", "H", "H", "C", "C", "C", "O", "H", "H", "H", "H", "H", "H", "H", "H", "C", "C", "C", "O", "H", "H", "H", "H", "H", "H", "H", "H"], "positions_angstrom": [[4.6590, 6.3548, -1.1257], [3.6886, 5.6506, -0.9110], [2.5213, 4.8919, -0.6382], [2.7491, 3.4667, -1.0898], [1.2996, 5.4045, -1.4332], [0.8014, 7.0782, -1.1370], [1.8370, 8.0413, -1.3922], [0.0904, 7.1741, 0.1178], [5.5450, 6.9416, -1.0990], [1.8402, 3.0301, -1.2219], [3.1522, 3.4926, -2.0331], [1.4462, 5.2527, -2.5224], [0.4289, 4.8107, -1.1386], [-0.1393, 7.2898, -2.1086], [3.0812, -0.9554, -4.0840], [3.1804, 0.0105, -2.9114], [3.7878, -0.6539, -1.6876], [1.8954, 0.5263, -2.5919], [2.4314, -1.7961, -3.8217], [2.6415, -0.4605, -4.9510], [4.0618, -1.3464, -4.3650], [3.7868, 0.8717, -3.1947], [3.1534, -1.4850, -1.3637], [3.8503, 0.0551, -0.8620], [4.7893, -1.0383, -1.8951], [1.3348, -0.2151, -2.3329], [1.3039, -5.2168, -2.7463], [1.7297, -4.0948, -1.8117], [1.8970, -4.5852, -0.3834], [0.7756, -3.0316, -1.8540], [0.3405, -5.6280, -2.4314], [1.1863, -4.8426, -3.7641], [2.0369, -6.0250, -2.7540], [2.6689, -3.6661, -2.1645], [0.9474, -4.9678, 0.0011], [2.2017, -3.7639, 0.2669], [2.6448, -5.3778, -0.3175], [-0.0647, -3.3856, -1.5427], [2.8226, 7.6577, -5.1456], [4.0600, 6.8121, -4.8857], [5.1595, 7.0978, -5.8994], [3.7189, 5.4266, -4.9179], [2.4135, 7.4298, -6.1368], [2.0532, 7.4331, -4.4071], [3.0464, 8.7249, -5.0998], [4.4300, 7.0025, -3.8774], [4.8181, 6.8621, -6.9133], [6.0342, 6.4795, -5.6939], [5.4596, 8.1473, -5.8734], [3.3801, 5.2317, -5.7984], [-3.2017, 6.3067, 3.8273], [-3.6580, 6.7565, 2.4479], [-2.6600, 7.7090, 1.8144], [-4.9584, 7.3559, 2.5308], [-3.1136, 7.1677, 4.4964], [-3.9258, 5.6186, 4.2675], [-2.2316, 5.8111, 3.7778], [-3.7832, 5.8829, 1.8069], [-2.5577, 8.6121, 2.4254], [-2.9980, 8.0179, 0.8252], [-1.6778, 7.2520, 1.7091], [-4.8741, 8.1380, 3.0861], [0.8286, -6.0253, 3.7223], [-0.1821, -5.0015, 3.2301], [-1.3337, -4.8250, 4.2053], [-0.6792, -5.3896, 1.9498], [0.3536, -7.0056, 3.8230], [1.6463, -6.1319, 3.0083], [1.2462, -5.7404, 4.6895], [0.3134, -4.0407, 3.0824], [-1.8787, -5.7664, 4.3243], [-2.0446, -4.0891, 3.8300], [-0.9804, -4.5057, 5.1875], [-1.1153, -6.2448, 2.0533], [-4.3692, -8.1605, 2.0292], [-3.5231, -9.1167, 2.8564], [-4.3022, -9.6759, 4.0368], [-2.3373, -8.4631, 3.3100], [-4.6836, -7.3075, 2.6370], [-3.7952, -7.7712, 1.1876], [-5.2619, -8.6543, 1.6427], [-3.1789, -9.9374, 2.2258], [-4.6159, -8.8669, 4.7023], [-3.6805, -10.3582, 4.6171], [-5.1927, -10.2115, 3.7050], [-2.6064, -7.7293, 3.8744], [-4.6661, -0.7213, 2.0617], [-3.4019, -1.4809, 2.4322], [-2.2729, -1.2102, 1.4499], [-3.6660, -2.8843, 2.5086], [-5.0202, -1.0328, 1.0749], [-5.4617, -0.9274, 2.7787], [-4.4882, 0.3544, 2.0374], [-3.0867, -1.1916, 3.4358], [-2.5576, -1.5367, 0.4456], [-1.3767, -1.7631, 1.7331], [-2.0276, -0.1486, 1.4076], [-3.9393, -3.1800, 1.6337]], "lowdin_charge": [0.023, -0.246, -0.437, -0.026, -0.338, 0.638, -0.370, -0.392, -0.021, 0.025, 0.039, 0.087, 0.080, 0.052, -0.061, -0.493, -0.053, -0.056, 0.061, 0.077, 0.076, 0.137, 0.059, 0.083, 0.078, 0.077, -0.060, -0.507, -0.056, -0.062, 0.080, 0.077, 0.078, 0.122, 0.065, 0.081, 0.081, 0.086, -0.059, -0.497, -0.071, -0.062, 0.075, 0.064, 0.079, 0.117, 0.072, 0.075, 0.074, 0.076, -0.069, -0.498, -0.063, -0.069, 0.077, 0.073, 0.082, 0.136, 0.082, 0.081, 0.058, 0.077, -0.054, -0.489, -0.043, -0.065, 0.076, 0.076, 0.080, 0.137, 0.062, 0.059, 0.084, 0.073, -0.060, -0.497, -0.063, -0.064, 0.083, 0.078, 0.079, 0.137, 0.082, 0.078, 0.079, 0.063, -0.064, -0.497, -0.053, -0.071, 0.080, 0.076, 0.082, 0.137, 0.081, 0.074, 0.086, 0.087]}

=====

{"formula": "C4H3F5O2S", "method": "ωB97M-V/def2-TZVPD", "homo_ev": -10.1, "multiplicity": 1, "orbital_gap_ev": 9.6, "smiles": "C[S@@](=O)(=C=C(F)F)OC(F)(F)F", "de_lowest_ev": 2.951, "charge": 0, "elements": ["C", "S", "O", "C", "C", "F", "F", "O", "C", "F", "F", "F", "H", "H", "H"], "positions_angstrom": [[-0.0856, 0.1997, -0.0866], [1.3571, 0.0652, -1.1132], [0.8973, -0.0217, -2.4341], [2.6911, 1.0329, -0.8744], [2.6318, 1.8487, 0.1418], [1.6316, 1.9298, 1.0425], [3.6974, 2.4907, 0.5486], [2.1467, -1.5204, -0.8103], [1.8330, -2.2836, 0.2053], [1.8149, -1.6558, 1.4342], [0.5956, -2.6646, 0.0576], [2.5025, -3.3754, 0.3169], [-0.9687, -0.6231, -0.1781], [0.3473, 0.2198, 0.9155], [-0.6214, 1.2504, -0.2102]], "nbo_charge": [-0.923, 2.016, -0.853, -0.726, 0.725, -0.333, -0.283, -0.671, 1.158, -0.355, -0.337, -0.281, 0.300, 0.268, 0.297]}

=====

{"formula": "C19H24N4O4", "method": "ωB97M-V/def2-TZVPD", "homo_ev": -7.7, "multiplicity": 1, "orbital_gap_ev": 8.1, "smiles": "COCCCn1c(N)c(C(=O)O[C@@H](C)COC)c2nc3ccccc3nc21", "de_lowest_ev": 2.307, "charge": 0, "elements": ["C", "O", "C", "C", "C", "N", "C", "N", "C", "C", "O", "O", "C", "C", "C", "O", "C", "C", "N", "C", "C", "C", "C", "C", "C", "N", "C", "H", "H", "H", "H", "H", "H", "H", "H", "H", "H", "H", "H", "H", "H", "H", "H", "H", "H", "H", "H", "H", "H", "H", "H"], "positions_angstrom": [[-3.5174, 1.0015, -1.6569], [-2.7510, -0.1636, -1.8055], [-3.3942, -1.1738, -2.5475], [-2.4413, -2.3508, -2.7341], [-2.0208, -3.0126, -1.4171], [-1.1387, -2.1747, -0.6458], [-1.4475, -1.3488, 0.3961], [-2.6521, -1.2971, 0.9877], [-0.3132, -0.6508, 0.8279], [-0.3691, 0.3336, 1.8790], [-1.4029, 0.6194, 2.4729], [0.8079, 0.9092, 2.1319], [0.8585, 1.8961, 3.1587], [2.2932, 1.9715, 3.6536], [0.3848, 3.2410, 2.5947], [0.4361, 4.2070, 3.6167], [-0.0354, 5.4616, 3.2017], [0.7594, -1.0558, -0.0204], [2.0239, -0.7226, -0.0813], [2.7397, -1.3346, -1.0533], [4.1092, -1.0272, -1.1786], [4.8679, -1.6250, -2.1464], [4.2970, -2.5529, -3.0311], [2.9704, -2.8751, -2.9398], [2.1634, -2.2787, -1.9552], [0.8468, -2.6167, -1.8885], [0.1906, -2.0112, -0.9427], [-4.4713, 0.7929, -1.1548], [-3.7284, 1.4664, -2.6277], [-2.9280, 1.6820, -1.0462], [-4.3127, -1.4998, -2.0275], [-3.6939, -0.7842, -3.5331], [-2.9291, -3.0945, -3.3649], [-1.5403, -2.0010, -3.2385], [-2.8925, -3.2707, -0.8107], [-1.4664, -3.9260, -1.6506], [-3.4754, -1.5210, 0.4562], [-2.7033, -0.5505, 1.6792], [0.1780, 1.6073, 3.9703], [2.3746, 2.7745, 4.3793], [2.5815, 1.0301, 4.1124], [2.9549, 2.1674, 2.8144], [-0.6447, 3.1337, 2.2202], [1.0321, 3.5318, 1.7521], [-1.0842, 5.4080, 2.8830], [0.5629, 5.8580, 2.3713], [0.0495, 6.1255, 4.0596], [4.5268, -0.3122, -0.4869], [5.9178, -1.3865, -2.2370], [4.9156, -3.0132, -3.7877], [2.5112, -3.5865, -3.6093]], "nbo_charge": [-0.245, -0.557, -0.059, -0.428, -0.214, -0.387, 0.531, -0.791, -0.387, 0.797, -0.679, -0.486, 0.076, -0.622, -0.080, -0.541, -0.242, 0.248, -0.397, 0.074, -0.184, -0.220, -0.216, -0.224, 0.171, -0.447, 0.335, 0.161, 0.171, 0.203, 0.150, 0.177, 0.218, 0.231, 0.201, 0.236, 0.391, 0.447, 0.201, 0.227, 0.217, 0.212, 0.180, 0.163, 0.164, 0.164, 0.193, 0.222, 0.212, 0.212, 0.218]}